Density functional theory data (ωB97M-V/def2-TZVPD) for a cluster of 2 separate species, C4H12 in total.

Geometry as XYZ:
```
16
Properties=species:S:1:pos:R:3:forces:R:3
C 1.539 0.890 1.657 -1.1 1.2 0.2
C 1.211 2.149 0.818 -0.1 -0.5 -0.2
H 0.749 0.765 2.385 -0.4 -0.3 0.2
H 1.507 0.042 0.991 0.6 -0.5 0.2
H 2.401 1.046 2.297 0.6 -0.5 -0.5
H 1.742 3.020 1.182 0.2 0.2 -0.2
H 1.449 1.938 -0.232 0.2 0.4 0.2
H 0.144 2.391 0.846 0.1 -0.1 0.0
C -1.860 -1.265 -1.761 -0.1 -0.6 0.7
C -0.835 -1.811 -0.760 0.7 0.7 -0.3
H -1.835 -0.178 -1.756 0.1 0.0 -0.4
H -1.747 -1.725 -2.742 0.1 0.4 -0.1
H -2.852 -1.540 -1.406 -0.2 0.0 -0.1
H 0.134 -1.312 -0.881 -0.1 0.0 -0.2
H -0.616 -2.872 -0.889 -0.4 0.0 0.3
H -1.130 -1.538 0.250 -0.1 -0.5 0.2
```
Positions in Å, forces in eV/Å.

Properties
Energy relative to the best compared isomer or geometry (same formula, charge and spin) (eV): 0.327
Gap between HOMO and LUMO (eV): 12.75